1.
{
  "formula": "C9H2F6N3O11PtS2",
  "method": "the ωB97M-V functional and the def2-TZVPD basis",
  "symbols": ["Pt", "F", "C", "F", "F", "S", "O", "O", "N", "S", "O", "O", "C", "F", "F", "F", "O", "C", "O", "C", "C", "C", "C", "C", "C", "O", "N", "O", "O", "N", "O", "O", "H", "H"],
  "xyz": [[-0.1548, -0.5704, 0.6185], [-3.2474, -2.4926, 0.1274], [-3.9860, -1.4028, 0.0596], [-5.0571, -1.5398, 0.8390], [-4.3809, -1.2078, -1.1958], [-3.0420, 0.0970, 0.5840], [-2.1774, 0.4399, -0.5214], [-4.0108, 1.0664, 0.9971], [-2.1547, -0.5738, 1.7862], [-1.4813, 0.4998, 2.8043], [-0.5527, 1.3260, 2.0203], [-2.3852, 1.1239, 3.7099], [-0.4241, -0.6236, 3.8753], [-0.9107, -1.8583, 3.8869], [0.8399, -0.6395, 3.4839], [-0.4749, -0.1199, 5.1053], [3.7057, -1.7101, 0.2053], [2.5395, -1.6650, 0.5470], [1.8070, -0.5969, 0.4159], [1.9092, -2.8548, 1.2123], [2.6822, -3.6320, 2.0450], [2.1236, -4.7386, 2.6641], [0.8164, -5.1033, 2.4260], [0.0729, -4.3490, 1.5467], [0.5710, -3.1778, 0.9403], [-0.1751, -2.4325, 0.1411], [-1.2890, -4.8266, 1.2727], [-1.9080, -5.3160, 2.2053], [-1.6903, -4.7635, 0.1313], [2.9360, -5.5563, 3.5685], [2.4092, -6.5229, 4.0917], [4.0934, -5.2261, 3.7470], [3.7205, -3.3787, 2.2035], [0.3839, -5.9688, 2.9039]],
  "homo_lumo_gap_ev": 8.083,
  "charge": -1,
  "relative_energy_kcal_mol": 30.51,
  "homo_energy_ev": -6.498
}

=====

2.
{
  "formula": "C9H31BrN11O6",
  "method": "the ωB97M-V functional and the def2-TZVPD basis",
  "symbols": ["Br", "C", "C", "C", "O", "C", "N", "H", "H", "H", "H", "H", "H", "H", "H", "H", "H", "H", "C", "O", "N", "N", "H", "H", "H", "H", "C", "O", "N", "N", "H", "H", "H", "H", "C", "O", "N", "N", "H", "H", "H", "H", "C", "O", "N", "N", "H", "H", "H", "H", "C", "O", "N", "N", "H", "H", "H", "H"],
  "xyz": [[-0.2185, -0.6166, 0.8405], [0.7802, 0.4789, -2.8285], [0.5086, 1.9473, -2.4670], [-0.9331, 2.0919, -2.0031], [-1.2655, 3.4940, -2.1648], [-2.5097, 3.8205, -1.5898], [1.3251, 2.3512, -1.3165], [0.6974, -0.2199, -1.9890], [1.7213, 0.1816, -3.3103], [0.0926, 0.1482, -3.6205], [0.7220, 2.5498, -3.3473], [-1.0565, 1.8492, -0.9425], [-1.7500, 1.6099, -2.5505], [-3.2477, 3.0315, -1.7723], [-2.8708, 4.7520, -2.0236], [-2.3912, 3.9848, -0.5113], [2.2911, 2.0964, -1.4862], [1.0208, 1.7460, -0.5587], [-0.1895, 3.7187, 2.3964], [0.1443, 4.1128, 3.5032], [0.0131, 4.4360, 1.2569], [-0.9121, 2.5546, 2.2208], [-0.3190, 4.1607, 0.3491], [0.5901, 5.2503, 1.3489], [-0.8255, 2.0691, 1.3448], [-1.2186, 2.0675, 3.0410], [0.2998, -4.5792, -1.1104], [0.3959, -5.6052, -1.7635], [1.3366, -3.8817, -0.5737], [-0.8864, -3.9337, -0.8968], [1.0309, -3.0554, -0.0901], [2.2814, -4.1377, -0.7765], [-0.8355, -3.1149, -0.3122], [-1.7218, -4.2092, -1.3747], [3.5919, 0.8610, 1.4832], [4.7670, 1.1182, 1.6552], [3.1066, 0.3239, 0.3162], [2.6219, 1.0447, 2.4334], [2.1332, 0.0583, 0.2300], [3.7596, -0.1112, -0.3087], [2.9535, 1.5387, 3.2431], [1.6304, 0.9813, 2.2691], [-3.4153, -1.0329, -2.0852], [-4.3515, -0.7250, -2.8038], [-3.5437, -1.1667, -0.7256], [-2.1642, -1.2906, -2.5620], [-4.4622, -0.8868, -0.4270], [-2.7803, -1.0728, -0.0724], [-1.4085, -1.5706, -1.9600], [-1.9353, -1.0037, -3.4939], [0.9094, -3.6783, 3.9848], [1.0575, -4.1423, 5.1038], [1.5783, -2.5685, 3.5694], [-0.0190, -4.1915, 3.0830], [1.4805, -2.2093, 2.6339], [2.3809, -2.2966, 4.1060], [0.1863, -3.9625, 2.1217], [-0.1772, -5.1662, 3.2838]],
  "homo_lumo_gap_ev": 9.545,
  "charge": -1,
  "relative_energy_kcal_mol": 0.00,
  "homo_energy_ev": -7.035
}

=====

3.
{
  "formula": "C9H31HfNO8",
  "method": "the ωB97M-V functional and the def2-TZVPD basis",
  "symbols": ["Hf", "C", "O", "H", "H", "H", "C", "O", "H", "H", "H", "C", "O", "H", "H", "H", "C", "C", "O", "H", "H", "H", "H", "H", "O", "H", "H", "O", "H", "H", "O", "H", "H", "C", "C", "C", "O", "C", "N", "H", "H", "H", "H", "H", "H", "H", "H", "H", "H", "H"],
  "xyz": [[1.1733, -0.0674, -0.5230], [-0.6154, -3.4157, -0.6458], [-0.1770, -2.0696, -0.8502], [-1.1811, -3.8631, -1.4630], [0.2492, -4.0745, -0.5649], [-1.2027, -3.5305, 0.2652], [2.6164, -1.2564, 2.7880], [2.1824, -1.0816, 1.4768], [3.7048, -1.2386, 2.8453], [2.1054, -0.6085, 3.5002], [2.3383, -2.2826, 3.0283], [1.2290, 3.0741, 1.5312], [1.2746, 2.0256, 0.5458], [0.3119, 2.9175, 2.0991], [2.0188, 2.7300, 2.1989], [1.3952, 4.0674, 1.1142], [-0.1960, -0.6214, -4.5720], [1.2163, -0.3316, -4.1433], [1.4164, 0.2877, -2.9116], [-0.7648, 0.2918, -4.7469], [-0.7228, -1.1421, -3.7724], [-0.2554, -1.1816, -5.5052], [1.6616, 0.2906, -4.9197], [1.9335, -1.1470, -4.2364], [3.5738, 0.6519, -0.7002], [4.4389, 0.2878, -0.5122], [3.7415, 1.3604, -1.3216], [2.7061, -1.7877, -1.4693], [3.4055, -1.9176, -2.1098], [2.6037, -2.6416, -1.0493], [-0.8863, 1.0160, -1.2233], [-1.3654, 1.2231, -2.0257], [-1.3759, 1.4591, -0.5303], [-2.2178, -1.3531, 2.5730], [-1.9548, -0.2662, 1.4637], [-2.7168, 1.0260, 1.6527], [-2.1809, 2.0992, 0.8174], [-3.0079, 3.2567, 0.7850], [-0.5444, -0.0161, 1.4905], [-1.9712, -0.9881, 3.5700], [-1.7537, -2.3125, 2.3446], [-3.2934, -1.5295, 2.5874], [-2.2947, -0.5992, 0.4830], [-2.5510, 1.4453, 2.6451], [-3.7565, 0.7283, 1.5169], [-2.5608, 3.9472, 0.0699], [-2.9347, 3.7350, 1.7617], [-4.0463, 2.9655, 0.6274], [-0.4740, 0.9709, 1.6930], [-0.2952, -0.5334, 2.3214]],
  "s_squared": 0.7603,
  "multiplicity": 2,
  "homo_lumo_gap_ev": [8.240, 4.301],
  "charge": 1,
  "homo_energy_ev": [-10.938, -10.918]
}

=====

4.
{
  "formula": "C9H32AgN10O9",
  "method": "the ωB97M-V functional and the def2-TZVPD basis",
  "symbols": ["Ag", "C", "C", "O", "O", "H", "H", "H", "H", "H", "H", "C", "C", "O", "O", "H", "H", "H", "H", "H", "H", "C", "O", "N", "N", "H", "H", "H", "H", "C", "O", "N", "N", "H", "H", "H", "H", "C", "O", "N", "N", "H", "H", "H", "H", "C", "O", "N", "N", "H", "H", "H", "H", "C", "O", "N", "N", "H", "H", "H", "H"],
  "xyz": [[-0.3035, 0.0255, -0.1107], [-2.3941, -0.2281, 5.9502], [-2.4955, 0.3258, 4.4965], [-1.2002, 0.0898, 3.7518], [-1.9796, -1.6293, 5.9023], [-3.3525, 0.0136, 6.4097], [-1.7582, 0.4844, 6.4756], [-2.6168, 1.4057, 4.5817], [-3.3470, -0.0365, 3.9205], [-0.5103, -0.1328, 4.3812], [-1.8636, -1.9127, 6.8122], [-4.4371, -1.7105, -1.3093], [-4.3140, -0.3491, -2.0566], [-3.5940, 0.4339, -1.1276], [-3.2173, -2.1469, -0.7874], [-4.8170, -2.5328, -1.9156], [-5.1697, -1.5426, -0.5199], [-5.2950, 0.0531, -2.3098], [-3.8382, -0.4950, -3.0263], [-3.6138, 1.3223, -1.4909], [-3.1620, -3.1049, -0.8158], [0.2176, 2.5824, -4.8712], [0.0467, 2.1193, -3.7315], [1.3845, 3.0987, -5.2506], [-0.6851, 2.5464, -5.7868], [1.9891, 3.3678, -4.4875], [1.6169, 3.4064, -6.1841], [-0.6043, 2.9344, -6.7157], [-1.4850, 1.9882, -5.5248], [-0.3154, 4.9237, 1.5015], [-0.3793, 3.8551, 0.9111], [-1.3327, 5.4581, 2.1024], [0.6937, 5.7404, 1.6195], [-1.2874, 6.4650, 2.1667], [-2.1199, 4.9435, 1.7340], [1.4538, 5.7323, 0.9545], [0.5070, 6.5561, 2.1850], [2.0416, -4.1467, 1.7855], [1.2797, -3.2718, 1.5599], [1.8813, -5.4313, 1.6040], [3.1866, -3.9494, 2.3508], [1.0286, -5.6628, 1.1146], [2.6756, -6.0437, 1.7231], [3.7526, -4.7747, 2.2149], [3.6135, -3.0456, 2.4958], [0.7048, -2.8466, -4.2314], [0.7613, -2.3922, -3.1105], [1.7043, -2.8823, -5.0471], [-0.4501, -3.2132, -4.7429], [2.6433, -2.6872, -4.7305], [1.6430, -3.2360, -5.9912], [-1.2645, -3.2671, -4.1480], [-0.4399, -3.6670, -5.6452], [4.3568, 0.7155, 1.6511], [3.1965, 0.7853, 1.1589], [5.4500, 1.0530, 0.9722], [4.6463, 0.3838, 2.9137], [6.3848, 0.9648, 1.3444], [5.3227, 1.6800, 0.1906], [5.6053, 0.5336, 3.1929], [3.8548, 0.3510, 3.5403]],
  "s_squared": 0.7574,
  "multiplicity": 2,
  "homo_lumo_gap_ev": [7.185, 2.068],
  "charge": 2,
  "homo_energy_ev": [-13.353, -13.353]
}